Record 1
A molecular structure, C31H44BrN3OP2Pd at a distorted geometry. Source: the OMol25 dataset; level of theory: wB97M-V/def2-TZVPD.

The value obtained for the relative energy (zero: lowest compared OMol25 entry of this formula, charge and spin) is 1.753 eV. The calculation puts the orbital gap (alpha / beta) at 7.18 / 3.74 eV. Its spin multiplicity is 5. Its total charge is +4.

Atoms and positions in Å:
C1 -2.1304 -4.4228 -2.5585
C2 -2.7244 -3.2980 -3.1594
C3 -3.7496 -3.4815 -4.0877
C4 -4.0541 -4.7912 -4.4872
N1 -3.4305 -5.8500 -3.9698
C5 -2.4881 -5.6912 -3.0397
C6 -2.2005 -1.9683 -2.9406
C7 -1.2472 -1.3920 -2.2540
C8 -0.0489 -1.5950 -1.4736
C9 0.2215 -0.7666 -0.3632
C10 1.5297 -0.4606 -0.0278
C11 2.5754 -0.9354 -0.8503
C12 2.3276 -1.9800 -1.7620
C13 1.0156 -2.3784 -1.9978
Pd1 -2.2401 -0.1296 -3.4647
P1 -1.0773 1.2790 1.7831
H1 -4.2964 -2.6350 -4.4912
H2 -1.4247 -4.2995 -1.7433
H3 -4.8313 -4.9557 -5.2367
H4 -2.0069 -6.5893 -2.6401
H5 0.7828 -3.2178 -2.6497
H6 -0.6108 -0.3627 0.2243
H7 3.1654 -2.4207 -2.3106
H8 1.7454 0.1531 0.8475
C14 -0.2890 2.9308 2.0475
C15 -1.1999 4.1001 2.4044
H9 0.2533 3.1435 1.1098
H10 0.4760 2.7801 2.8269
H11 -0.5772 4.9645 2.6640
H12 -1.8339 4.4018 1.5624
H13 -1.8423 3.8913 3.2677
C16 -2.8543 1.5837 1.4027
C17 -3.6452 0.3008 1.1342
H14 -2.8746 2.2222 0.5081
H15 -3.2951 2.1621 2.2280
H16 -4.6711 0.5745 0.8507
H17 -3.2127 -0.2824 0.3061
H18 -3.6954 -0.3493 2.0200
C18 -1.1491 0.5436 3.4590
C19 -1.9117 1.3527 4.4988
H19 -0.1101 0.3688 3.7742
H20 -1.6118 -0.4466 3.3337
H21 -1.9592 0.7808 5.4318
H22 -1.4266 2.3068 4.7271
H23 -2.9450 1.5522 4.1969
Br1 4.2335 -0.1722 -0.7496
P2 -0.6872 1.6209 -3.5866
C20 -1.3664 1.8672 -1.7640
C21 -1.9479 3.2779 -1.6149
H24 -0.5121 1.6875 -1.0978
H25 -2.1377 1.1047 -1.5400
H26 -2.7312 3.3227 -0.8497
H27 -1.1748 4.0007 -1.3238
H28 -2.3887 3.6321 -2.5549
C22 0.7175 2.8178 -3.0242
C23 1.7932 3.2756 -3.9947
H29 1.1729 2.3072 -2.1594
H30 0.1930 3.7109 -2.6620
H31 2.6722 3.5971 -3.4227
H32 2.1127 2.5232 -4.7190
H33 1.4289 4.1445 -4.5533
C24 0.6026 0.3515 -4.1042
C25 0.1843 -0.4579 -5.3279
H34 0.7837 -0.2770 -3.2377
H35 1.5376 0.8849 -4.3042
H36 -0.7855 -0.9620 -5.1694
H37 0.0795 0.1919 -6.1999
H38 0.9551 -1.2141 -5.5336
N2 5.2615 -1.2463 7.1152
C26 5.0326 -2.0576 6.0325
O1 5.4504 -3.2090 5.9850
C27 4.1976 -1.4649 4.9299
C28 3.4653 -0.2756 5.0588
C29 2.7284 0.1924 3.9599
N3 2.6709 -0.4624 2.7918
C30 3.3511 -1.6052 2.6668
C31 4.1125 -2.1535 3.7098
H39 5.9105 -1.5946 7.8012
H40 5.1328 -0.2500 7.0632
H41 3.4305 0.2983 5.9850
H42 2.1647 1.1266 4.0297
H43 3.3080 -2.1237 1.7075
H44 4.6209 -3.1022 3.5564

Atomic forces in eV per Å
-0.776 -0.074 -0.812
-0.228 -0.099 -0.439
0.300 -1.038 0.294
-1.079 -0.683 -1.053
0.771 3.814 1.263
0.515 -1.419 0.528
2.071 -1.364 2.211
-2.069 -3.537 -0.833
0.493 0.821 0.525
0.413 -0.326 -0.578
0.094 -0.081 -0.232
-1.501 -0.637 -0.046
0.037 0.122 0.468
-0.424 0.602 -0.126
-0.878 2.853 -0.246
-1.662 2.051 2.496
0.007 -0.343 -0.198
0.042 -0.366 -0.231
0.151 -0.126 0.099
-0.163 0.175 -0.139
0.184 0.399 -0.292
0.193 -0.065 -0.427
-0.364 -0.006 0.275
0.073 -0.100 -0.407
0.995 -0.414 -0.787
-0.621 0.220 0.036
0.001 0.153 0.349
-0.188 -0.106 -0.291
-0.031 -0.225 -0.092
0.109 -0.096 0.195
0.158 0.064 -0.248
0.218 -0.283 -1.127
-0.189 -0.169 0.056
-0.068 -0.202 0.491
0.393 -0.112 -0.095
0.273 -0.175 0.139
-0.105 0.152 0.201
-0.041 0.204 -0.279
0.676 -1.320 -0.460
-0.331 0.567 0.202
-0.260 -0.032 -0.057
0.159 0.145 0.116
0.087 -0.003 -0.213
-0.067 -0.186 -0.047
0.201 -0.059 0.114
1.007 0.329 0.191
3.044 1.252 1.195
-0.774 -0.973 -0.167
0.108 0.347 -0.292
-0.200 -0.211 -0.322
0.170 0.389 0.359
0.123 -0.034 -0.398
-0.282 -0.205 -0.076
-0.010 0.020 0.219
-0.601 1.231 -0.707
-0.163 0.405 -0.327
-0.391 -0.271 -0.323
0.398 -0.282 0.031
-0.162 -0.092 -0.159
0.070 0.185 0.129
0.188 -0.201 -0.009
-0.331 -0.282 0.048
0.019 -0.172 0.012
0.080 -0.049 0.006
-0.412 -0.066 0.069
0.469 -0.007 -0.254
0.050 -0.162 0.013
-0.301 0.184 -0.096
0.147 -2.274 -1.748
-0.882 4.407 2.053
0.459 -1.415 -0.183
-0.637 -0.475 -1.429
0.028 0.148 0.250
0.487 -0.685 0.136
0.225 -0.029 0.503
0.161 0.095 0.577
0.016 0.120 0.045
0.160 -0.004 0.493
-0.014 0.148 -0.226
-0.008 -0.144 -0.244
0.269 -0.291 0.086
-0.076 0.168 0.248
-0.003 0.203 -0.001



Record 2
4 unconnected molecules or ions with the total composition C31H44Cl2F24N4O4PSSi at a distorted geometry. Source: the OMol25 dataset; level of theory: wB97M-V/def2-TZVPD.

The calculation puts the orbital gap at 7.11 eV. Its total charge is +1.

Atoms and positions in Å:
C1 -2.3758 -3.0581 3.4849
C2 -1.5871 -3.8301 2.4018
P1 -0.7031 -2.7261 1.2047
C3 -1.0977 -3.1217 -0.5701
C4 -1.6121 -4.5501 -0.8227
C5 -1.1345 -0.9422 1.4926
N1 -2.5100 -0.5055 1.2255
C6 -2.3968 0.6242 0.4088
N2 -3.3467 1.4633 0.2830
C7 -4.5954 1.2508 1.0603
C8 -5.6994 2.2474 0.7046
O1 -6.5926 2.4673 1.7527
Si1 -7.5646 1.1507 2.2313
C9 -6.9914 0.5214 3.9237
C10 -7.6693 -0.2548 0.9675
C11 -9.3204 1.8321 2.4307
N3 -3.1334 2.5739 -0.5687
C12 -3.2328 2.3134 -1.7367
S1 -2.9203 2.0915 -3.2099
N4 -1.1770 0.7018 -0.1893
C13 -0.1921 -0.0116 0.6678
C14 0.5487 1.0918 1.4014
Cl1 -0.6038 1.9781 2.4463
C15 1.8686 0.6488 2.1518
C16 1.8499 -0.7741 2.6658
Cl2 2.0720 1.6767 3.6284
H1 -1.7449 -2.3313 3.9876
H2 -2.6961 -3.7699 4.2377
H3 -3.2521 -2.5688 3.0767
H4 -0.8180 -4.3660 2.9392
H5 -2.2901 -4.5211 1.9525
H6 -1.7658 -2.4019 -1.0521
H7 -0.1607 -3.0286 -1.1087
H8 -0.7792 -5.2345 -0.9080
H9 -2.0788 -4.5460 -1.8036
H10 -2.3731 -4.8842 -0.1322
H11 -0.9536 -0.7077 2.5353
H12 -3.0457 -1.1465 0.6437
H13 -4.3367 1.3541 2.1081
H14 -4.9265 0.2432 0.8464
H15 -6.2064 1.9810 -0.2227
H16 -5.2232 3.2041 0.4919
H17 -5.9557 0.7791 4.1225
H18 -7.1096 -0.5577 3.9436
H19 -7.6371 0.9748 4.6652
H20 -7.1607 -0.0821 0.0227
H21 -7.1733 -1.1207 1.4133
H22 -8.6878 -0.5765 0.7977
H23 -9.9093 1.4657 1.5949
H24 -9.7427 1.4100 3.3367
H25 -9.3504 2.9146 2.4533
H26 -1.1315 0.3621 -1.1387
H27 0.4566 -0.5832 0.0113
H28 0.8662 1.8022 0.6517
H29 2.7190 0.8271 1.5140
H30 1.1387 -0.9089 3.4705
H31 2.8229 -0.9803 3.0997
H32 1.7102 -1.4904 1.8637
C17 6.9328 -0.8040 -0.9745
C18 6.9668 -0.3557 -2.4417
C19 6.1323 0.8730 -2.7997
F1 4.8176 0.6744 -2.5464
F2 6.2568 1.1263 -4.1227
F3 6.6352 -1.4017 -3.2358
F4 8.2587 -0.0480 -2.7270
O2 6.0314 -1.8484 -0.6487
C20 4.7201 -1.5453 -0.4084
C21 3.8002 -2.1452 -1.4719
F5 4.1425 -1.7326 -2.7024
F6 2.5179 -1.7409 -1.2454
F7 4.5459 -0.2111 -0.2796
F8 4.3977 -2.0941 0.7829
H33 7.9132 -1.2310 -0.7722
H34 6.8414 0.0397 -0.2906
H35 6.4752 1.7515 -2.2458
H36 3.8406 -3.2358 -1.4497
C22 -2.5409 4.2282 4.5480
C23 -4.0673 4.1279 4.4163
C24 -4.7359 5.0778 3.4224
F9 -4.5273 6.3681 3.7486
F10 -6.0731 4.8651 3.4315
F11 -4.6312 4.2439 5.6321
F12 -4.3374 2.8526 3.9843
O3 -2.0294 5.0030 5.6094
C25 -1.9226 6.3668 5.4403
C26 -2.8566 7.1354 6.3751
F13 -4.1372 6.7510 6.1970
F14 -2.7789 8.4561 6.1037
F15 -2.1077 6.6995 4.1474
F16 -0.6540 6.6977 5.7498
H37 -2.2001 3.2183 4.7741
H38 -2.0670 4.4836 3.5988
H39 -4.3662 4.9015 2.4065
H40 -2.5811 6.9643 7.4179
C27 7.7205 -1.9774 -7.9426
C28 6.3495 -2.2272 -7.3000
C29 6.3535 -2.8379 -5.9008
F17 6.9435 -4.0543 -5.8828
F18 5.0751 -3.0072 -5.4721
F19 5.5886 -2.9650 -8.1377
F20 5.7386 -1.0119 -7.1935
O4 8.2009 -2.9602 -8.8372
C30 8.8399 -4.0641 -8.3223
C31 8.0520 -5.3492 -8.5750
F21 6.8071 -5.2599 -8.0622
F22 8.6735 -6.3878 -7.9722
F23 9.1185 -3.8874 -7.0156
F24 10.0216 -4.1651 -8.9632
H41 7.5950 -1.0935 -8.5653
H42 8.4737 -1.7036 -7.2037
H43 6.8650 -2.1881 -5.1938
H44 7.9759 -5.5475 -9.6461

Atomic forces in eV per Å
0.339 -0.321 -0.226
-1.052 1.143 0.466
1.624 -0.491 0.127
-0.565 0.022 0.164
-0.023 0.633 -0.659
0.176 -0.733 0.414
-0.387 1.022 -0.442
1.198 -1.628 0.399
-0.862 0.452 -0.119
-0.397 0.499 -0.221
0.560 1.121 -0.256
-0.170 -1.426 -0.199
-1.261 0.687 0.790
0.021 0.177 -1.096
0.986 -0.117 0.511
0.822 -0.535 -0.286
-1.024 0.041 3.261
1.175 0.026 -2.171
-0.450 -0.212 -1.329
0.958 0.410 -0.511
-1.458 0.118 -0.593
1.341 -0.178 0.587
-0.342 -0.211 -0.217
-1.488 0.041 1.111
0.740 0.037 -0.194
0.647 0.090 -0.407
-0.002 0.198 0.066
-0.155 -0.052 0.158
-0.132 0.189 -0.026
0.278 -0.370 -0.277
0.172 -0.235 -0.304
-0.265 0.087 0.174
0.234 0.166 0.020
0.041 -0.343 0.414
-0.085 -0.104 -0.175
0.055 -0.158 0.276
0.029 -0.309 0.254
-0.161 -0.497 0.485
0.023 -0.040 0.182
-0.043 -0.273 0.135
-0.080 -0.295 -0.117
0.080 0.160 0.027
0.124 -0.013 0.175
-0.010 -0.193 0.216
0.023 0.049 0.297
-0.196 0.096 -0.265
0.093 -0.104 -0.006
-0.291 0.209 -0.161
-0.229 0.149 -0.132
-0.198 0.108 0.200
-0.059 0.172 0.120
-0.285 0.488 -0.389
0.376 0.045 0.064
-0.131 0.279 -0.155
0.162 0.117 -0.250
-0.382 -0.052 -0.032
0.178 -0.056 0.060
-0.203 -0.156 -0.043
0.648 -0.058 0.475
-0.076 -0.574 0.094
-0.079 0.428 -0.382
0.261 0.201 -0.169
0.075 -0.108 0.078
-0.007 0.174 0.065
0.008 0.290 0.078
-0.364 0.183 -0.473
0.677 0.190 0.436
-0.234 -0.309 -0.455
-0.137 -0.101 0.177
-0.067 0.057 0.218
-0.392 -0.158 0.196
-0.281 -0.084 -0.032
0.013 -0.087 -0.156
-0.189 0.103 -0.164
0.021 -0.066 0.050
0.022 0.015 0.173
0.584 -0.624 -0.207
0.159 0.155 0.729
-0.546 0.106 -0.318
-0.136 -0.267 -0.179
0.170 -0.062 0.081
-0.100 -0.030 -0.111
0.091 0.048 -0.340
-0.600 0.344 0.010
0.501 -0.458 -0.415
-0.292 0.323 0.370
0.170 0.032 0.115
0.140 -0.061 -0.070
0.118 0.292 0.154
-0.040 0.170 0.151
-0.135 -0.052 0.125
-0.212 0.180 -0.058
0.071 -0.023 0.042
0.102 -0.050 -0.048
0.309 0.758 -0.216
-0.089 -0.302 -0.623
-0.176 -0.194 0.430
-0.259 0.258 0.148
0.020 0.120 -0.129
-0.051 0.019 0.121
0.136 0.092 0.292
-0.371 -0.483 0.300
0.334 0.761 0.050
-0.237 -0.482 -0.111
0.157 -0.084 -0.186
0.116 0.099 -0.009
0.220 -0.312 -0.113
0.006 -0.245 -0.069
-0.165 -0.035 -0.060
-0.116 -0.176 0.171
0.071 0.072 -0.116
0.086 0.085 -0.010



> The lowest total charge belongs to which entry?

C31H44Cl2F24N4O4PSSi



> Look up the total charge of the second one.

+1



> Which of these has the lowest total charge?

C31H44Cl2F24N4O4PSSi



> Among the records above, which one has the highest total charge?

C31H44BrN3OP2Pd